# 1
Computed, not measured: a molecular structure, C3H2LiMgO3 at a distorted geometry, with wB97M-V/def2-TZVPD.

## Properties
* M: 117.29 Da
* LUMO level (spin up / spin down): -4.4 / -5.1 eV
* HOMO energy (spin up / spin down): -13.356 / -10.443 eV
* energy relative to the best compared isomer or geometry (same formula, charge and spin): 367.5 kJ/mol
* max |F|: 5.1 eV/Å

```
! RIJCOSX wB97M-V def2-TZVPD def2/J DEFGRID3
* xyz 1 1
O 1.50 0.46 -1.46
O -0.90 -0.16 -0.12
C -1.24 -1.10 0.75
C 0.10 0.81 0.23
O -0.54 -1.31 1.75
C 1.09 1.35 -0.50
Mg -2.92 -2.25 0.11
H 1.27 2.42 -0.63
H 0.41 0.34 -1.82
Li 1.22 -0.54 1.69
*
```

# 2
Computed, not measured: a molecular structure, C3H2LiO3Pt at a distorted geometry, with wB97M-V/def2-TZVPD.

## Properties
* M: 288.06 Da
* LUMO level (spin up / spin down): -1.5 / -1.6 eV
* HOMO energy (spin up / spin down): -5.476 / -8.879 eV
* energy relative to the best compared isomer or geometry (same formula, charge and spin): 0.0 kJ/mol
* expectation value of S²: 3.76
* max |F|: 5.2 eV/Å

```
! RIJCOSX wB97M-V def2-TZVPD def2/J DEFGRID3
* xyz 0 4
O -2.05 0.30 1.20
O -0.26 -0.57 -0.73
C 0.39 0.05 -1.74
C 0.10 -0.34 0.63
O 1.37 0.76 -1.41
C -0.82 0.28 1.49
Li -0.28 -0.47 -3.64
H -0.56 0.38 2.56
H 0.38 -1.33 1.16
Pt 1.74 0.93 0.48
*
```

# 3
Computed, not measured: a molecular structure, C3H2LiO3Rb at a distorted geometry, with wB97M-V/def2-TZVPD.

## Properties
* M: 178.45 Da
* LUMO level (spin up / spin down): -4.3 / -4.8 eV
* HOMO energy (spin up / spin down): -11.059 / -10.814 eV
* energy relative to the best compared isomer or geometry (same formula, charge and spin): 209.2 kJ/mol
* expectation value of S²: 0.76
* max |F|: 1.4 eV/Å

```
! RIJCOSX wB97M-V def2-TZVPD def2/J DEFGRID3
* xyz 1 2
C -1.97 0.80 0.03
C -1.05 -0.15 -0.06
O -0.95 -1.37 -0.19
Rb 1.50 -3.66 -0.36
H -3.02 0.53 -0.12
H -1.68 1.81 0.30
O 1.10 1.68 0.18
C 0.89 0.50 0.05
Li 3.47 0.32 0.12
O 1.70 -0.46 0.04
*
```

# 4
Computed, not measured: a molecular structure, C3H2LiO3Sn at a distorted geometry, with wB97M-V/def2-TZVPD.

## Properties
* M: 211.70 Da
* LUMO level (spin up / spin down): -0.8 / -1.1 eV
* HOMO energy (spin up / spin down): -5.849 / -6.441 eV
* energy relative to the best compared isomer or geometry (same formula, charge and spin): 241.3 kJ/mol
* expectation value of S²: 0.76
* max |F|: 11.8 eV/Å

```
! RIJCOSX wB97M-V def2-TZVPD def2/J DEFGRID3
* xyz 0 2
O 2.38 1.05 0.90
C 2.61 0.72 -0.17
O -0.80 1.04 -1.05
C -1.49 0.65 -0.10
C -1.20 -0.70 0.58
O -0.27 -1.42 0.20
Sn 0.59 -0.24 -1.01
H -2.34 1.19 0.32
H -1.90 -0.95 1.38
Li 2.40 -1.33 -1.05
*
```

# 5
Computed, not measured: a molecular structure, C3H2LiO3Tl at a distorted geometry, with wB97M-V/def2-TZVPD.

## Properties
* M: 297.37 Da
* LUMO level (spin up / spin down): -12.3 / -16.1 eV
* HOMO energy (spin up / spin down): -23.107 / -23.107 eV
* energy relative to the best compared isomer or geometry (same formula, charge and spin): 0.0 kJ/mol
* expectation value of S²: 0.76
* max |F|: 7.2 eV/Å

```
! RIJCOSX wB97M-V def2-TZVPD def2/J DEFGRID3
* xyz 3 2
C -0.83 1.21 0.59
C -1.80 1.32 -0.31
O -2.63 1.36 -1.11
H 0.02 1.90 0.51
H -1.03 0.66 1.51
O 0.65 -1.49 -1.29
C 1.06 -1.11 -0.27
O 1.70 -0.81 0.64
Tl 2.78 -0.44 2.57
Li 0.09 -2.61 -2.83
*
```

# 6
Computed, not measured: a molecular structure, C3H2LuO3 at a distorted geometry, with wB97M-V/def2-TZVPD.

## Properties
* M: 261.01 Da
* LUMO level: -6.4 eV
* HOMO energy: -11.674 eV
* energy relative to the best compared isomer or geometry (same formula, charge and spin): 207.2 kJ/mol
* max |F|: 5.0 eV/Å

```
! RIJCOSX wB97M-V def2-TZVPD def2/J DEFGRID3
* xyz 1 1
O -1.30 3.54 0.55
C -0.41 2.80 0.55
O 0.73 2.45 0.66
O -0.36 -0.14 0.26
C 0.39 -1.12 -0.35
C -0.15 -2.30 -0.71
H 0.48 -3.15 -0.98
H -1.22 -2.51 -0.58
Lu 1.84 0.41 0.60
*
```